{
  "formula": "CH5Br2NOP",
  "method": "wB97M-V/def2-TZVPD",
  "total_energy_ha": -5660.21200,
  "max_force_ev_per_a": 5.42,
  "e_above_lowest_ev": 1.284,
  "mol_weight_g_mol": 237.839,
  "charge": 1,
  "e_homo_ev": -14.789,
  "gap_ev": 9.464,
  "lumo_energy_ev": -5.32,
  "species": ["H", "C", "O", "H", "H", "N", "H", "P", "H", "Br", "Br"],
  "coordinates": [[0.929675, -0.655456, 1.493589], [0.808114, 0.079710, 0.640341], [-2.218964, 0.029382, 1.848952], [2.118534, -0.028691, -1.023115], [1.100970, 1.131765, 0.932536], [1.145068, -0.193496, -0.750203], [0.645068, 0.551040, -1.426942], [-1.521415, 0.120462, 0.628114], [0.604749, -1.130864, -1.143073], [-1.667053, -1.778651, -0.474573], [-1.944748, 1.874802, -0.725622]],
  "atomic_forces_ev_per_a": [[0.44, 0.44, -1.75], [-3.42, 1.71, 2.02], [-1.46, 0.25, 2.93], [0.21, -0.94, 0.26], [-0.24, -1.35, -0.39], [-2.98, -0.20, -3.28], [0.92, -1.48, 2.01], [4.27, 0.41, -3.32], [2.04, 2.14, 1.27], [-0.11, 0.16, -0.39], [0.33, -1.14, 0.64]]
}